[1]
{
  "formula": "C4H9Cl2OS",
  "method": "ωB97M-V/def2-TZVPD",
  "elements": ["Cl", "H", "H", "S", "H", "C", "H", "H", "O", "Cl", "C", "H", "H", "C", "H", "H", "C"],
  "coordinates": [[0.3518, -1.0769, 2.6517], [-2.9820, 1.4852, 0.3433], [2.5899, -1.6302, 2.1872], [-0.2161, 0.9209, -1.6791], [-1.6381, -0.9026, -0.8938], [1.6283, -1.9897, 1.8398], [1.8668, 2.0176, -1.1121], [1.6235, 0.4478, -0.2315], [-3.2515, 1.1441, -1.6125], [1.5551, -1.7922, 0.0746], [-1.4171, 0.1061, -0.5693], [0.2052, -0.0091, -2.5703], [-1.0143, 0.0830, 0.4398], [1.1667, 1.3759, -0.5971], [1.5122, -3.0415, 2.0730], [0.7069, 1.8530, 0.2600], [-2.6874, 1.0086, -0.6036]],
  "homo_energy_ev": -14.4,
  "lumo_energy_ev": -3.96,
  "total_charge": 1
}


[2]
{
  "formula": "C20H28F3O2Pb",
  "method": "ωB97M-V/def2-TZVPD",
  "elements": ["H", "H", "H", "C", "F", "Pb", "C", "H", "H", "H", "H", "C", "C", "H", "H", "H", "H", "H", "C", "H", "C", "F", "C", "C", "O", "F", "C", "H", "H", "C", "C", "C", "C", "H", "H", "H", "C", "H", "H", "H", "H", "O", "C", "C", "H", "H", "C", "H", "C", "H", "H", "H", "C", "C"],
  "coordinates": [[3.8996, 3.2059, -1.1037], [2.8308, -0.1947, -0.5664], [1.7368, -1.8558, 0.8493], [-1.8413, -1.5784, 3.5010], [0.9471, -4.6114, 0.9217], [-1.5057, -2.8489, 1.2098], [0.9225, 0.7876, 0.0603], [4.0825, 5.5849, -1.5083], [1.5475, 6.8253, -1.3210], [-4.1636, -4.6248, 1.3291], [-1.0120, 0.3979, 1.1157], [-2.8385, -2.3326, -0.8067], [1.7525, -0.2842, -0.6823], [-2.7771, -4.5994, -1.0347], [-3.3255, -3.2342, 3.9063], [-1.2230, -4.9158, 3.4897], [3.8672, 2.8922, -2.8740], [-2.4477, -0.6643, 3.5655], [-0.4522, 0.1681, 0.1862], [1.4635, -0.2707, -1.7534], [-4.0700, -2.3504, 1.1890], [-0.3209, -4.5330, -0.9022], [-2.3115, -2.9339, 3.6932], [-3.8631, -3.7286, 0.7833], [-0.1853, -1.2903, 0.1524], [-0.9490, -5.7491, 0.8523], [3.4892, 3.4941, -2.0609], [-4.5751, -2.0244, 2.0832], [0.2314, -0.7500, 3.0570], [3.6330, 5.0194, -2.3346], [1.4157, 5.3156, -3.6287], [2.0619, 4.9800, -2.2982], [-0.3494, -4.5810, 0.4764], [-3.4153, -0.4065, 0.2280], [-2.2866, -1.9850, -1.7085], [0.3868, 5.5205, -1.0779], [-3.0741, -3.7170, -0.4357], [1.3331, 0.8966, 1.0847], [4.0543, 5.2645, -3.3180], [-1.1085, 0.3177, -0.6900], [1.9412, 5.5092, -0.2019], [2.0436, 3.5153, -2.0242], [-1.2033, -3.8227, 3.4767], [-3.4530, -1.4985, 0.2102], [1.5152, 6.3795, -3.8400], [1.2531, -2.4707, -0.7973], [-0.4422, -1.6135, 3.1967], [0.9942, -3.3663, 2.9519], [1.4522, 5.7555, -1.1490], [1.8718, 4.7557, -4.4510], [0.3477, 5.0853, -3.5840], [0.8797, 1.7565, -0.4544], [1.2751, -1.5950, -0.1225], [-0.0354, -2.9964, 3.1600]],
  "de_lowest_ev": 3.810,
  "homo_energy_ev": -1.8,
  "lumo_energy_ev": 2.08,
  "total_charge": -1
}


[3]
{
  "formula": "C6H11CsF6N2O5S2",
  "method": "ωB97M-V/def2-TZVPD",
  "elements": ["H", "H", "O", "H", "H", "O", "C", "F", "H", "H", "O", "C", "C", "O", "H", "Cs", "O", "S", "N", "C", "C", "F", "S", "F", "F", "F", "H", "H", "N", "H", "F", "H", "C"],
  "coordinates": [[1.3416, -1.6920, -0.9261], [0.6997, 1.7646, 0.2447], [-2.1947, -1.4001, -2.9106], [3.5234, -1.5419, 0.1277], [0.9438, 3.2080, 2.0913], [-4.0553, -0.4017, -1.6738], [1.7371, 1.3608, 0.2277], [-0.7077, 1.1189, -2.4439], [2.6315, 3.5956, 2.4103], [3.9520, 0.0187, -0.5984], [2.3979, 1.9028, 1.3513], [1.9215, -0.1145, 0.2064], [-2.2680, -2.5038, 1.7393], [-0.9149, -3.2110, -0.3793], [1.5144, -0.5237, 1.1580], [-1.7390, 1.1586, 1.8217], [-3.3143, -2.9999, -0.6209], [-2.0939, -2.4777, -0.1272], [-1.8520, -0.8471, -0.4628], [1.9666, 3.1883, 1.6520], [3.4151, -0.4590, 0.2205], [-2.9978, -3.5394, 2.0702], [-2.6471, -0.5796, -1.8425], [-2.3282, 2.0189, -1.3380], [-2.8553, -1.3788, 2.2061], [-2.5987, 1.4925, -3.4202], [0.3102, -0.4670, -1.0243], [3.8886, -0.1734, 1.1613], [1.3083, -0.6773, -0.9797], [2.1442, 1.8009, -0.6986], [-1.0597, -2.5831, 2.2836], [1.9655, 3.8370, 0.7678], [-2.0348, 1.1052, -2.2936]],
  "homo_energy_ev": -9.2,
  "lumo_energy_ev": -0.92
}


[4]
{
  "formula": "C2H4N3O",
  "method": "ωB97M-V/def2-TZVPD",
  "elements": ["N", "H", "N", "H", "H", "N", "C", "C", "H", "O"],
  "coordinates": [[0.0550, -0.0257, 0.0063], [-0.4883, 0.4431, 1.9539], [1.3080, -0.6260, 0.1185], [-1.0519, 1.6709, 0.5497], [0.6764, 1.5757, 1.1294], [1.4600, -1.4794, -0.7264], [-0.5106, -0.6053, -1.0724], [-0.2532, 0.9308, 0.9432], [-1.5510, -0.3789, -1.3953], [0.3556, -1.5053, -1.5069]],
  "de_lowest_ev": 3.056,
  "homo_energy_ev": -17.7,
  "lumo_energy_ev": -5.66,
  "total_charge": 1
}


[5]
{
  "formula": "C6H8FN",
  "method": "ωB97M-V/def2-TZVPD",
  "elements": ["C", "H", "H", "H", "H", "H", "C", "F", "H", "C", "C", "N", "H", "H", "C", "C"],
  "coordinates": [[-0.2285, -0.1791, 0.8992], [-2.2738, 1.1190, 1.4048], [0.0499, -2.2435, -0.2603], [0.4116, -0.0820, 1.9807], [2.8043, 0.3003, -0.8237], [1.9653, -1.1503, 0.0444], [2.0442, -0.0415, -0.0076], [0.3658, 1.8835, -0.2991], [-0.6355, -0.7997, -2.1142], [0.4917, 0.4142, -0.2540], [-1.8107, 0.4644, -0.5369], [-0.6831, -1.3752, 0.0276], [2.2449, 0.3170, 1.2213], [-2.5508, 1.1816, -1.0729], [-0.5609, -0.4180, -1.0022], [-1.6344, 0.6094, 0.7927]],
  "de_lowest_ev": 5.606,
  "homo_energy_ev": -9.2,
  "lumo_energy_ev": 0.80
}


[6]
{
  "formula": "C8H13N",
  "method": "ωB97M-V/def2-TZVPD",
  "elements": ["H", "C", "H", "H", "H", "H", "H", "H", "H", "C", "H", "C", "C", "C", "C", "C", "N", "H", "H", "H", "H", "C"],
  "coordinates": [[2.7091, -1.2873, -0.7345], [1.8240, -0.7076, -0.3226], [0.1555, 1.5425, 0.8858], [-3.0550, -0.7273, -0.0363], [2.4548, -0.5900, 1.6525], [-1.4774, -1.3809, -1.6488], [-3.1304, 0.6916, 0.8248], [0.7414, -0.5225, 1.6679], [0.7891, -2.1360, -1.6031], [0.6072, -1.0847, -1.1651], [-2.1434, 0.9727, -1.1723], [-1.3313, 0.5821, -0.5201], [1.6214, -1.0588, 1.1852], [2.4154, 0.6742, -0.3970], [-0.5440, 1.8261, 0.0530], [-2.3666, -0.0625, 0.4805], [3.0236, 1.6645, -0.3899], [-2.0142, -0.5586, 1.3731], [1.6107, -2.1972, 1.5203], [-1.3270, 2.6368, 0.3474], [0.0930, 2.2900, -0.7887], [-0.6557, -0.5671, -1.2121]],
  "de_lowest_ev": 2.396,
  "homo_energy_ev": -9.6,
  "lumo_energy_ev": 0.77
}


[7]
{
  "formula": "C15H29Cl10CuO4",
  "method": "ωB97M-V/def2-TZVPD",
  "elements": ["Cl", "C", "H", "Cl", "C", "H", "H", "C", "H", "Cu", "C", "Cl", "H", "Cl", "H", "H", "Cl", "H", "C", "H", "H", "O", "H", "C", "O", "Cl", "C", "H", "H", "H", "O", "Cl", "Cl", "Cl", "C", "H", "H", "C", "C", "Cl", "H", "H", "H", "H", "H", "H", "C", "H", "H", "O", "H", "C", "C", "C", "H", "H", "H", "C", "H"],
  "coordinates": [[-6.5735, -0.8790, 0.9215], [2.0498, -0.7202, 5.7454], [-3.2370, -5.3479, 1.9921], [-4.2787, -0.5507, -5.0006], [3.1163, 3.5889, -6.3035], [-2.0325, 0.1100, -5.4695], [-2.9896, 1.4706, -5.1578], [2.7496, 2.1848, -5.6761], [1.7316, 2.0349, -5.3165], [-0.7836, 5.2389, -0.9739], [-0.0874, 0.0671, -0.6237], [-1.6620, -6.7796, -0.9591], [-5.7108, -1.2541, 2.9651], [-4.7819, 1.2873, -7.5433], [2.3804, 3.9713, -7.0108], [2.6388, -2.1601, 4.4455], [8.1413, 3.6732, -0.6250], [-1.1738, -5.9134, 1.1289], [0.0648, -1.7972, 6.0079], [-6.6775, 1.6832, 2.8634], [5.3793, 2.4106, -0.8468], [-0.9759, -2.1008, 6.5327], [-6.1684, 0.7175, 4.3002], [-3.2292, 0.5673, -7.1617], [0.6712, -0.6897, 6.1899], [2.5898, 1.0147, -7.1033], [5.5837, 3.0823, -0.0130], [-4.7548, -0.0160, 2.2332], [6.5183, 5.1084, -0.0728], [2.9425, -2.6570, 6.1671], [0.9011, -2.6928, 5.5299], [6.1823, 2.1967, 1.3911], [4.7407, 3.6544, -7.0187], [-3.4190, -7.7671, 1.6520], [-3.2135, -6.0031, 1.1213], [-1.8605, -4.5853, 0.0114], [3.4185, -0.4385, 7.4364], [-5.7868, -0.3224, 2.4044], [-3.0346, 0.4992, -5.6501], [-8.2675, 0.0485, 3.5328], [-4.1069, -5.5646, 0.6768], [0.2540, -0.5520, -1.4534], [3.5302, 1.8735, -4.9820], [-3.1585, -0.4220, -7.6139], [0.2445, -0.4405, 0.2820], [4.5745, 3.4206, 0.2216], [-1.9031, -5.6111, 0.3774], [-1.1714, -0.0469, -0.6288], [2.5429, 0.9630, 7.0229], [0.2362, 1.4704, -0.7736], [1.8678, -0.1201, 4.8538], [6.4856, 4.1928, -0.6633], [3.0436, 0.1071, 6.5704], [-6.6242, 0.6905, 3.3105], [3.0707, 4.4022, -5.5792], [4.0031, 0.3331, 6.1052], [-2.3594, 1.0613, -7.5947], [2.2562, -2.1821, 5.4659], [6.1125, 4.4899, -1.6434]],
  "de_lowest_ev": 1.704,
  "homo_energy_ev": [-12.0, -12.0],
  "multiplicity": 2,
  "lumo_energy_ev": [-8.11, -8.10],
  "total_charge": 1
}


[8]
{
  "formula": "C2H6N4",
  "method": "ωB97M-V/def2-TZVPD",
  "elements": ["N", "H", "N", "H", "H", "N", "C", "C", "N", "H", "H", "H"],
  "coordinates": [[0.1511, 1.2975, -0.3884], [2.1074, 0.7419, -0.2470], [-1.4321, -0.3668, -0.0170], [-0.9570, 1.0234, 1.2825], [0.3573, 2.2715, -0.1673], [1.2300, 0.4902, 0.1938], [0.9103, -0.8735, 0.0514], [-0.3566, -1.2730, -0.0833], [-1.0612, 0.9597, 0.2630], [1.7362, -1.5605, 0.1183], [-2.0491, -0.4031, -0.8233], [-0.6363, -2.3073, -0.1827]],
  "de_lowest_ev": 3.640,
  "homo_energy_ev": -7.5,
  "lumo_energy_ev": 1.16
}


One value per record, in order, for strongest force on any atom: 0.0550 0.0654 0.0350 0.1102 0.1088 0.0661 0.0813 0.0116 hartree/bohr.